Run 1
Molecular formula: C3H11N3
Method: DFT, wB97M-V/def2-TZVPD

The geometry in ORCA input format:
```
! wB97M-V def2-TZVPD RIJCOSX def2/J DEFGRID3
* xyz 0 1
N 1.67850 -0.98830 0.48778
N -0.93754 0.11144 -1.63136
N -0.68048 -0.42588 -0.35316
C 1.04577 1.61530 0.03001
C 0.51865 0.45607 0.51510
C -1.89253 -0.70372 0.39323
H -2.70131 -1.08888 -0.23560
H -0.87254 1.14022 -1.56451
H 1.51960 1.66128 -0.94352
H -1.66950 -1.47175 1.14185
H 0.98980 2.52570 0.60995
H 0.12981 0.45991 1.52967
H -0.17820 -0.15743 -2.25244
H 1.91719 -1.15525 1.46252
H -2.26123 0.19309 0.91533
H 2.46705 -0.66422 -0.06876
H 0.92695 -1.50759 -0.03609
*
```

HOMO energy: -0.2521 Ha
lowest unoccupied orbital energy: 0.82 eV

***

Run 2
Molecular formula: C3H11N3
Method: DFT, wB97M-V/def2-TZVPD

The geometry in ORCA input format:
```
! wB97M-V def2-TZVPD RIJCOSX def2/J DEFGRID3
* xyz 0 1
N -3.19827 1.60486 -1.16944
N -4.54332 1.46702 0.73830
N 1.42398 -1.48874 -0.23306
C -3.84408 0.92274 -0.16678
C 3.16475 0.15465 0.30569
C 2.81413 -1.31438 0.20370
H 1.27577 -2.47613 -0.40342
H 3.30173 0.62716 -0.66364
H 3.04765 -1.82903 1.14774
H 4.08172 0.28664 0.88286
H -2.36022 1.15882 -1.49809
H 2.32779 0.69640 0.76179
H -4.95418 0.75068 1.32539
H 3.43558 -1.77903 -0.57241
H -3.17543 2.60635 -1.04507
H 0.80146 -1.24861 0.53839
H -3.59906 -0.13941 -0.15196
*
```

HOMO energy: -0.3474 Ha
lowest unoccupied orbital energy: 0.78 eV
SMILES: [H]/N=C/N.CCN

***

Taking the most stable structure as the zero point, the relative energies in kJ/mol are run 1 399.4; run 2 0.0.

***

Run 1
Molecular formula: C3H11N3
Method: DFT, wB97M-V/def2-TZVPD

The geometry in ORCA input format:
```
! wB97M-V def2-TZVPD RIJCOSX def2/J DEFGRID3
* xyz 0 1
N 1.66892 0.36890 1.21012
N 2.99828 -0.06283 0.93886
N -1.38277 -1.62610 -0.42825
C -1.88292 0.63269 0.40998
C -0.19678 0.23902 -1.35729
C -0.97964 -0.28882 -0.38184
H 0.36450 -0.39941 -2.03237
H 1.43406 1.24054 0.72781
H -0.90954 -2.19240 -1.12678
H -2.38849 -1.75951 -0.49649
H 3.10126 -0.46699 0.00629
H -2.73299 0.97435 -0.18907
H 3.69710 0.67410 1.05673
H 0.78191 -0.26086 1.00559
H -1.32176 1.50739 0.75574
H 0.02808 1.30003 -1.39158
H -2.27922 0.11990 1.29254
*
```

HOMO energy: -0.2892 Ha
lowest unoccupied orbital energy: 0.84 eV
SMILES: C=C(C)N.NN

***

Run 2
Molecular formula: C3H11N3
Method: DFT, wB97M-V/def2-TZVPD

The geometry in ORCA input format:
```
! wB97M-V def2-TZVPD RIJCOSX def2/J DEFGRID3
* xyz 0 1
N 2.15253 0.00845 -0.19299
N -2.27629 0.64351 -0.26868
N 0.69422 -0.75214 1.57540
C -0.31557 -0.49758 -0.92233
C -0.70010 0.88195 -0.58816
C 0.99728 -0.77608 0.15519
H -2.44197 0.35914 0.69330
H 0.38703 0.16798 1.87295
H 2.02238 0.98400 0.05137
H -2.84141 1.44825 -0.52345
H -1.01867 -1.30680 -0.74950
H -0.27564 1.46086 0.23819
H 2.96655 -0.32545 0.31357
H -0.68128 1.52784 -1.46424
H 0.12228 -0.58502 -1.91242
H 1.23725 -1.81657 -0.08808
H -0.02860 -1.42232 1.80990
*
```

HOMO energy: -0.3279 Ha
lowest unoccupied orbital energy: 1.02 eV
SMILES: NCCC(N)N

***

Run 3
Molecular formula: C3H11N3
Method: DFT, wB97M-V/def2-TZVPD

The geometry in ORCA input format:
```
! wB97M-V def2-TZVPD RIJCOSX def2/J DEFGRID3
* xyz 0 1
N 0.56808 -0.53938 1.24352
N -1.51061 2.46649 -0.94529
N -0.22237 -2.49701 -0.02986
C -0.38524 -1.36977 0.54717
C 1.04856 -3.21767 0.11386
C -0.13517 2.97988 -0.86894
H 0.20642 -0.36244 2.19882
H 0.45210 0.35606 0.86330
H -1.30780 -0.80416 0.47421
H 1.82811 -2.53203 0.55003
H -1.58655 1.56548 -1.46270
H 1.41965 -3.62776 -0.89691
H 0.61615 2.15491 -0.61429
H -1.85225 2.25055 0.00908
H -0.09529 3.79737 -0.09979
H 0.84823 -4.10410 0.74194
H 0.10797 3.48358 -1.82415
*
```

HOMO energy: -0.3512 Ha
lowest unoccupied orbital energy: 0.70 eV
SMILES: C/N=C\N.CN

***

Taking the most stable structure as the zero point, the relative energies in kJ/mol are run 1 114.5; run 2 0.0; run 3 26.3.